1.
{
  "formula": "C10H12N5O5",
  "method": "wB97M-V/def2-TZVPD",
  "total_energy_ha": -1038.0526,
  "charge": -1,
  "multiplicity": 1,
  "gap_ha": 0.1606,
  "symbols": ["C", "O", "C", "N", "C", "N", "O", "N", "O", "C", "C", "N", "H", "H", "H", "H", "O", "C", "C", "C", "C", "C", "N", "O", "H", "H", "H", "H", "H", "H", "H", "H"],
  "xyz": [[2.723, -0.739, -2.926], [1.379, -0.432, -3.391], [0.641, 0.266, -2.520], [-0.403, 0.920, -3.050], [-1.058, 1.711, -2.206], [-2.126, 2.558, -2.454], [-2.485, 3.062, -1.217], [-1.608, 2.480, -0.153], [-1.797, 2.822, 1.004], [-0.680, 1.726, -0.812], [0.251, 0.792, -0.304], [1.030, 0.207, -1.228], [3.215, -1.165, -3.794], [3.241, 0.176, -2.600], [2.689, -1.441, -2.082], [0.521, 0.842, 0.749], [2.241, 1.209, 2.215], [2.875, 0.429, 1.587], [-0.198, -1.633, 0.808], [-0.280, -1.961, 2.230], [-1.392, -1.010, 2.757], [-2.039, -0.353, 1.521], [-1.134, -0.735, 0.407], [3.516, -0.358, 1.003], [0.598, -1.957, 0.140], [-0.612, -3.004, 2.366], [0.680, -1.799, 2.755], [-2.157, -1.553, 3.338], [-0.948, -0.240, 3.403], [-3.066, -0.698, 1.290], [-2.037, 0.735, 1.671], [-1.580, -0.857, -0.505]],
  "lowdin_charge": [-0.075, -0.070, -0.451, 0.146, -0.323, 0.058, -0.087, -0.212, -0.059, -0.124, -0.177, 0.093, 0.073, 0.086, 0.075, 0.099, 0.159, -0.399, -0.224, -0.234, -0.161, -0.136, -0.052, 0.182, 0.083, 0.083, 0.092, 0.097, 0.102, 0.121, 0.090, 0.145]
}


2.
{
  "formula": "CHN3S",
  "method": "wB97M-V/def2-TZVPD",
  "total_energy_ha": -600.9978,
  "multiplicity": 1,
  "gap_ha": [0.3070, 0.3075],
  "e_above_lowest_ev": 4.7178,
  "symbols": ["C", "N", "N", "N", "S", "H"],
  "xyz": [[-0.022, 0.789, -0.421], [1.837, -0.399, 0.410], [0.825, -0.975, 0.691], [-0.325, -0.395, 0.286], [-1.030, 1.746, -1.186], [-1.285, -0.766, 0.219]],
  "lowdin_charge": [-0.687, 0.135, -0.163, -0.110, 0.686, 0.138]
}


3.
{
  "formula": "C25H56NO11",
  "method": "wB97M-V/def2-TZVPD",
  "total_energy_ha": -1868.2524,
  "charge": -1,
  "multiplicity": 1,
  "gap_ha": 0.2202,
  "symbols": ["C", "C", "C", "N", "C", "C", "C", "O", "C", "C", "C", "O", "O", "H", "H", "H", "H", "H", "H", "H", "H", "H", "H", "H", "H", "H", "H", "H", "H", "C", "O", "C", "C", "O", "C", "H", "H", "H", "H", "H", "H", "H", "H", "H", "H", "C", "O", "C", "C", "O", "C", "H", "H", "H", "H", "H", "H", "H", "H", "H", "H", "C", "O", "C", "C", "O", "C", "H", "H", "H", "H", "H", "H", "H", "H", "H", "H", "C", "O", "C", "C", "O", "C", "H", "H", "H", "H", "H", "H", "H", "H", "H", "H"],
  "xyz": [[-3.067, 0.183, 0.457], [-2.533, -0.424, 1.640], [-3.161, -1.862, 2.026], [-2.197, -3.003, 1.830], [-0.926, -2.549, 2.469], [-2.033, -3.336, 0.386], [-0.810, -4.310, 0.051], [0.475, -3.664, -0.119], [0.474, -2.680, -1.177], [0.104, -3.242, -2.634], [-3.379, -4.156, -0.034], [-4.291, -3.665, -0.778], [-3.530, -5.434, 0.498], [-2.469, 0.920, -0.190], [-4.127, -0.050, 0.079], [-1.695, 0.085, 2.244], [-4.132, -1.983, 1.444], [-3.437, -1.818, 3.141], [-1.061, -1.934, 3.419], [-0.243, -1.980, 1.727], [-0.337, -3.508, 2.739], [-2.071, -2.370, -0.222], [-1.108, -5.007, -0.814], [-0.698, -5.009, 0.964], [1.562, -2.292, -1.252], [-0.148, -1.735, -0.934], [-0.230, -2.345, -3.287], [1.071, -3.622, -3.119], [-0.757, -3.985, -2.664], [5.044, 0.231, 3.246], [3.648, 0.495, 3.195], [3.220, 0.915, 1.902], [2.588, -0.233, 1.121], [3.542, -1.251, 0.825], [3.452, -2.351, 1.720], [5.248, -0.352, 4.145], [5.387, -0.339, 2.379], [5.596, 1.175, 3.304], [4.052, 1.359, 1.344], [2.465, 1.693, 2.053], [2.225, 0.152, 0.162], [1.731, -0.649, 1.660], [2.605, -2.984, 1.441], [3.346, -2.032, 2.759], [4.370, -2.936, 1.631], [-5.538, 6.172, -0.239], [-4.436, 6.359, -1.116], [-3.217, 5.856, -0.573], [-2.876, 4.482, -1.142], [-3.829, 3.501, -0.745], [-4.787, 3.233, -1.762], [-6.456, 6.300, -0.815], [-5.545, 5.174, 0.206], [-5.511, 6.926, 0.554], [-3.263, 5.828, 0.521], [-2.427, 6.559, -0.857], [-1.907, 4.167, -0.740], [-2.788, 4.520, -2.233], [-4.347, 2.580, -2.520], [-5.156, 4.146, -2.233], [-5.632, 2.717, -1.303], [-4.403, 3.465, -5.186], [-5.643, 2.862, -4.842], [-6.688, 3.222, -5.743], [-6.939, 2.125, -6.774], [-5.819, 1.955, -7.640], [-5.006, 0.850, -7.263], [-3.608, 2.935, -4.659], [-4.202, 3.411, -6.259], [-4.401, 4.512, -4.865], [-6.467, 4.178, -6.230], [-7.595, 3.352, -5.144], [-7.785, 2.423, -7.403], [-7.201, 1.181, -6.287], [-5.474, -0.083, -7.593], [-4.834, 0.812, -6.186], [-4.042, 0.953, -7.763], [7.368, -2.430, 5.654], [7.656, -1.575, 4.556], [8.803, -0.761, 4.788], [10.042, -1.332, 4.104], [10.421, -2.585, 4.670], [9.981, -3.688, 3.889], [6.687, -3.210, 5.308], [8.268, -2.908, 6.051], [6.876, -1.859, 6.448], [8.973, -0.628, 5.862], [8.589, 0.223, 4.359], [10.878, -0.644, 4.262], [9.885, -1.425, 3.024], [10.639, -3.816, 3.024], [8.950, -3.569, 3.551], [10.039, -4.585, 4.509]],
  "lowdin_charge": [-0.027, -0.152, -0.202, -0.163, -0.131, -0.219, -0.159, -0.212, -0.273, -0.089, -0.555, -0.112, -0.217, 0.048, 0.073, 0.093, 0.119, 0.111, 0.088, 0.075, 0.095, 0.123, 0.125, 0.140, 0.118, 0.111, 0.080, 0.073, 0.074, -0.115, -0.192, -0.198, -0.198, -0.199, -0.100, 0.078, 0.086, 0.085, 0.122, 0.121, 0.123, 0.114, 0.080, 0.084, 0.087, -0.113, -0.197, -0.199, -0.196, -0.202, -0.103, 0.088, 0.085, 0.085, 0.125, 0.120, 0.124, 0.120, 0.076, 0.079, 0.097, -0.117, -0.203, -0.195, -0.199, -0.198, -0.108, 0.084, 0.085, 0.089, 0.125, 0.124, 0.121, 0.127, 0.088, 0.086, 0.088, -0.107, -0.208, -0.196, -0.199, -0.196, -0.111, 0.092, 0.083, 0.089, 0.126, 0.123, 0.122, 0.125, 0.087, 0.084, 0.089]
}


4.
{
  "formula": "C2HClN2OS",
  "method": "wB97M-V/def2-TZVPD",
  "total_energy_ha": -1119.8201,
  "multiplicity": 1,
  "gap_ha": [0.2572, 0.2897],
  "e_above_lowest_ev": 2.6478,
  "symbols": ["C", "C", "N", "N", "O", "S", "Cl", "H"],
  "xyz": [[3.515, -0.083, 0.445], [1.221, 0.340, -0.050], [2.409, -0.219, -0.023], [0.213, -0.592, -0.357], [0.991, 1.530, -0.030], [-0.082, -2.148, 0.026], [5.034, -0.201, -0.114], [-0.488, 0.145, -0.514]],
  "lowdin_charge": [-0.569, -0.657, 0.095, -0.474, 0.099, 0.643, 0.761, 0.101]
}


5.
{
  "formula": "C5H6N2S",
  "method": "wB97M-V/def2-TZVPD",
  "total_energy_ha": -701.7557,
  "multiplicity": 1,
  "gap_ha": 0.3039,
  "e_above_lowest_ev": 2.2643,
  "smiles": "[H]/N=C1\\N=CS\\C1=C\\C",
  "symbols": ["H", "N", "C", "N", "C", "S", "C", "C", "C", "H", "H", "H", "H", "H"],
  "xyz": [[0.446, 0.308, -2.716], [-0.007, -0.008, -1.921], [0.653, 0.395, -0.929], [1.757, 1.253, -1.084], [2.312, 1.614, -0.022], [1.376, 1.143, 1.477], [0.239, 0.243, 0.527], [-0.905, -0.342, 1.040], [-1.814, -1.511, 0.451], [3.270, 2.212, -0.045], [-1.169, 0.016, 2.162], [-1.698, -1.874, -0.593], [-2.835, -1.059, 0.508], [-1.626, -2.389, 1.145]],
  "lowdin_charge": [0.027, 0.178, -0.452, 0.010, -0.390, 0.928, -0.534, -0.132, -0.092, 0.106, 0.137, 0.062, 0.070, 0.082]
}


6.
{
  "formula": "C4H5N3O",
  "method": "wB97M-V/def2-TZVPD",
  "total_energy_ha": -394.8228,
  "multiplicity": 1,
  "gap_ha": 0.3512,
  "e_above_lowest_ev": 3.9378,
  "smiles": "C#C/C(=N/N)NC=O",
  "symbols": ["C", "C", "C", "N", "N", "N", "C", "O", "H", "H", "H", "H", "H"],
  "xyz": [[-1.958, -0.559, 2.029], [-1.035, -0.405, 1.257], [0.147, -0.257, 0.448], [1.306, -0.395, 0.948], [2.337, -0.189, 0.037], [0.025, 0.399, -0.785], [-1.061, 0.652, -1.529], [-2.133, 0.039, -1.566], [-2.787, -0.710, 2.715], [3.209, -0.545, 0.373], [2.067, -0.636, -0.871], [0.807, 1.048, -0.874], [-0.925, 1.557, -2.182]],
  "lowdin_charge": [0.144, -0.053, -0.377, 0.029, -0.006, 0.074, -0.334, 0.021, 0.045, 0.074, 0.107, 0.135, 0.141]
}